<a>
Here is a 2-piece molecular cluster, C4H9NP overall from OMol25. Energies are from ωB97M-V with the def2-TZVPD basis set.

Each line ends with the Löwdin charge.
Atoms and positions in Å:
C -4.6203 -0.2539 0.7147  0.0455
C -0.6045 1.5703 0.6807  -0.1900
C -0.3143 -1.4571 0.9879  -0.1737
C -0.1714 -0.1637 -1.6828  -0.2032
N -3.5672 0.1230 0.4723  -0.0308
P -0.8083 -0.0033 -0.0512  1.0211
H 0.0257 2.0255 -0.0363  0.0544
H -0.2194 1.5752 1.6403  0.0571
H -1.5698 1.9301 0.5335  0.0252
H -0.4609 -2.1285 0.1806  0.0249
H -1.0046 -1.5958 1.7941  0.0524
H 0.6402 -1.7032 1.4080  0.0688
H 0.1514 0.7132 -2.2329  0.0740
H -0.7496 -0.8520 -2.2580  0.0544
H 0.7146 -0.8988 -1.4175  0.1200

The multiplicity is 1. The total charge is +1. Its LUMO energy (spin up / spin down) is -0.233 / -0.293 Ha. Its orbital gap (spin up / spin down) is 10.534 / 5.639 eV.

<b>
Here is an isolated ion of composition C4H9NP and charge +1 from OMol25. Energies are from ωB97M-V with the def2-TZVPD basis set.

Each line ends with the Löwdin charge.
Atoms and positions in Å:
C -1.1261 1.6907 1.2099  -0.0248
C -0.5431 0.6312 0.3891  -0.1297
N -0.9857 -0.5532 0.3589  -0.1087
P -0.3501 -2.0597 -0.3170  1.0239
C 0.6805 -1.5677 -1.7547  -0.3549
C 1.4732 -1.6982 -0.4760  -0.3146
H -2.1756 1.5291 1.4184  0.0921
H -0.9424 2.6729 0.7507  0.1032
H -0.7615 1.8218 2.3035  0.1544
H 0.2588 1.0232 -0.2126  0.1402
H -1.8554 -0.7828 0.7037  0.0804
H 0.5632 -0.5223 -2.3146  0.1368
H 0.7980 -2.2780 -2.4746  0.0272
H 2.0303 -2.6497 -0.4493  0.0851
H 1.8013 -0.7785 0.0780  0.0892

The multiplicity is 1. The total charge is +1. Its LUMO energy is -0.188 Ha. As for the SMILES: C/C=[NH+]/P1CC1. Its orbital gap is 9.253 eV.

It comes down to <b>, which is 0.1509 hartree more stable than the next structure.

<a>
Here is an isolated ion of composition H4N2O2P and charge -1 from OMol25. Energies are from ωB97M-V with the def2-TZVPD basis set.

Each line ends with the Löwdin charge.
Atoms and positions in Å:
N 1.2145 0.0610 -0.8110  -0.1329
N 0.5027 0.3861 0.4073  -0.3003
P -1.0858 -0.1890 0.3125  0.1641
O -1.1057 -1.6665 0.1554  -0.4512
O -2.0423 0.6195 -0.5070  -0.4787
H 2.2329 0.1222 -0.7036  0.0328
H 1.0891 -1.0069 -0.9773  0.0804
H 0.5390 1.4583 0.3965  0.0902
H -1.3444 0.2153 1.7272  -0.0044

The multiplicity is 1. The total charge is -1. Its LUMO energy is 0.168 Ha. As for the SMILES: NN[P@H](=O)[O-]. Its orbital gap is 8.657 eV.

<b>
Here is an isolated ion of composition H4N2O2P and charge -1 from OMol25. Energies are from ωB97M-V with the def2-TZVPD basis set.

Each line ends with the Löwdin charge.
Atoms and positions in Å:
N 0.0891 -0.1793 1.3722  -0.1403
P -0.9999 -0.3822 0.0366  0.4817
N 0.2932 -0.4666 -1.1657  -0.2091
O -1.8998 1.4298 -0.4389  -0.7526
O -1.7890 -1.6774 0.1979  -0.4814
H -0.3782 -0.1114 2.2555  0.0126
H 0.5337 -1.0613 1.2553  -0.0124
H -0.1878 -0.6930 -2.1921  0.0965
H 0.4877 0.5599 -1.2540  0.0051

The multiplicity is 1. The total charge is -1. Its LUMO energy is 0.162 Ha. As for the SMILES: NP(N)(=O)[O-]. Its orbital gap is 8.064 eV.

<c>
Here is an isolated ion of composition H4N2O2P and charge -1 from OMol25. Energies are from ωB97M-V with the def2-TZVPD basis set.

Each line ends with the Löwdin charge.
Atoms and positions in Å:
N -1.0901 1.0955 -0.1794  -0.0926
N -0.4330 0.2252 0.6565  -0.3240
P 0.6403 -0.9074 -0.0443  0.3215
O -0.0923 -1.3937 -1.2374  -0.4553
O 1.3001 -1.8661 1.1474  -0.5912
H -0.4012 1.6265 -0.5280  -0.0105
H -1.5666 0.4203 -0.7915  0.0659
H -0.0599 0.9036 1.4124  0.1074
H 1.7026 -0.1038 -0.4357  -0.0212

The multiplicity is 1. The total charge is -1. Its LUMO energy is 0.170 Ha. As for the SMILES: NN[P@H](=O)[O-]. Its orbital gap is 8.970 eV.

It comes down to <a>, which is 0.0222 hartree more stable than the next structure.

<a>
Here is a single CCl4NOP molecule from OMol25. Energies are from ωB97M-V with the def2-TZVPD basis set.

Each line ends with the Löwdin charge.
Atoms and positions in Å:
C 0.9380 0.6888 -0.0361  -1.0354
N -0.2793 0.7319 0.1034  -0.3230
O 1.7863 -2.1991 0.3925  -0.6776
P -1.6589 -0.0260 0.6491  0.0707
Cl 1.8873 2.0604 -0.2782  0.7068
Cl 2.1475 -0.7966 -0.1444  0.8744
Cl -1.7165 -1.5936 -0.6427  0.1802
Cl -3.1042 1.1342 -0.0435  0.2039

The multiplicity is 1. Its LUMO energy is -0.021 Ha. Its orbital gap is 9.161 eV.

<b>
Here is a single CCl4NOP molecule from OMol25. Energies are from ωB97M-V with the def2-TZVPD basis set.

Each line ends with the Löwdin charge.
Atoms and positions in Å:
O 1.4993 0.3395 -1.7055  -0.3833
P 1.2115 -0.0184 -0.3220  -0.1648
Cl 2.3708 -1.4946 0.2250  0.4228
Cl 1.2942 1.5345 0.9693  0.3392
N -0.4239 -0.7398 -0.0196  -0.1693
C -1.4337 -0.1205 0.1922  -1.2414
Cl -2.8672 -1.1243 0.5360  0.6007
Cl -1.6511 1.6235 0.1245  0.5960

The multiplicity is 1. Its LUMO energy is -0.008 Ha. As for the SMILES: O=P(Cl)(Cl)N=C(Cl)Cl. Its orbital gap is 10.854 eV.

It comes down to <b>, which is 0.1747 hartree more stable than the next structure.

<a>
Here is a single C5H7Cl molecule from OMol25. Energies are from ωB97M-V with the def2-TZVPD basis set.

Each line ends with the Löwdin charge.
Atoms and positions in Å:
C -0.6589 -0.9393 -0.2320  -0.0835
C -1.4986 0.4919 -0.0601  -0.1899
C 0.6916 -0.1347 -0.3295  -0.4320
C -0.1880 1.1273 -0.0472  -0.0370
C 1.7976 -0.3594 0.4921  -0.5689
Cl 3.3405 0.0710 -0.0368  0.6603
H -0.8254 -1.5552 0.7019  0.1182
H -1.0205 -1.4935 -1.0624  0.0742
H -2.1667 0.9094 -0.9400  0.1293
H -2.2774 0.5118 0.7355  0.0937
H 1.0253 -0.1542 -1.3753  0.1255
H 0.0460 1.9019 0.6399  0.0766
H 1.7345 -0.3769 1.5141  0.0335

The multiplicity is 1. Its LUMO energy (spin up / spin down) is 0.002 / 0.010 Ha. Its orbital gap (spin up / spin down) is 8.023 / 8.099 eV.

<b>
Here is a single C5H7Cl molecule from OMol25. Energies are from ωB97M-V with the def2-TZVPD basis set.

Each line ends with the Löwdin charge.
Atoms and positions in Å:
C -1.9922 1.0262 -0.4226  -0.0720
C -1.1177 0.4845 0.3226  -0.2260
C 0.3788 -0.0559 0.0600  -0.2769
C 0.5633 -0.5642 -1.3091  0.0035
C 1.5545 -0.4232 1.1419  -0.5521
Cl 1.6508 0.8946 2.3867  0.4910
H -3.1746 1.2792 -0.3832  0.1272
H -1.5020 1.4227 -1.2749  0.0363
H -1.5559 -0.1153 1.3104  0.1444
H 1.4856 -1.1639 -1.5646  0.0374
H -0.0819 -0.9451 -2.2262  0.0926
H 2.5529 -0.3995 0.4677  0.1137
H 1.2384 -1.4399 1.4913  0.0809

The multiplicity is 1. Its LUMO energy is 0.022 Ha. As for the SMILES: C=CC(=C)CCl. Its orbital gap is 9.830 eV.

<c>
Here is a single C5H7Cl molecule from OMol25. Energies are from ωB97M-V with the def2-TZVPD basis set.

Each line ends with the Löwdin charge.
Atoms and positions in Å:
C 1.7434 -1.2495 -0.2649  0.0058
C 0.5240 -0.9804 0.2120  -0.1653
C -0.1746 0.3141 0.0331  -0.3598
C 0.3598 1.4925 -0.4421  0.0820
C -1.6102 0.3508 0.5137  -0.5082
Cl -2.8843 -0.6614 -0.4160  0.4572
H 2.2156 -2.2765 -0.4426  0.0824
H 2.4154 -0.4240 -0.6448  0.0673
H -0.0651 -1.7885 0.6235  0.0950
H -0.2379 2.3670 -0.4249  0.0466
H 1.3599 1.4808 -0.8740  0.0580
H -2.0149 1.4010 0.6199  0.0895
H -1.6312 -0.0260 1.5071  0.0494

The multiplicity is 1. Its LUMO energy is 0.009 Ha. As for the SMILES: C=CC(=C)CCl. Its orbital gap is 9.336 eV.

<d>
Here is a single C5H7Cl molecule from OMol25. Energies are from ωB97M-V with the def2-TZVPD basis set.

Each line ends with the Löwdin charge.
Atoms and positions in Å:
C 1.8144 -1.0878 -0.1742  0.0356
C 0.5334 -0.8550 -0.0248  -0.2157
C -0.1807 0.3340 0.1193  -0.4162
C 0.3236 1.4382 -0.4284  0.0809
C -1.5682 0.2031 0.6497  -0.5949
Cl -2.6571 -0.5643 -0.4609  0.5973
H 2.1591 -2.0474 -0.2314  0.0262
H 2.4633 -0.2073 -0.4601  0.0889
H -0.0814 -1.7651 0.0996  0.1106
H -0.1951 2.3890 -0.3756  0.0683
H 1.1387 1.5267 -1.0973  0.0582
H -2.1895 1.1135 0.8753  0.0862
H -1.5603 -0.4774 1.5090  0.0745

The multiplicity is 1. Its LUMO energy is 0.019 Ha. As for the SMILES: C=CC(=C)CCl. Its orbital gap is 9.601 eV.

It comes down to <c>, which is 0.0079 hartree more stable than the next structure.

<a>
Here is a single C5H7Cl molecule from OMol25. Energies are from ωB97M-V with the def2-TZVPD basis set.

Each line ends with the Löwdin charge.
Atoms and positions in Å:
C -2.1963 -0.9746 0.1282  0.0019
C -1.6723 0.2440 -0.1214  -0.2024
C -0.3039 0.5938 -0.2761  -0.1751
C 0.8332 -0.1212 -0.1203  -0.6952
C 2.1860 0.4994 0.1130  -0.1229
Cl 0.8653 -1.8546 -0.1632  0.6945
H -1.4875 -1.7884 0.3994  0.0095
H -3.2378 -1.2243 0.1194  0.0436
H -2.3505 1.1158 -0.2268  0.1027
H -0.1338 1.6648 -0.4500  0.1115
H 2.7897 0.3042 -0.7432  0.0607
H 2.0448 1.5606 0.3545  0.0813
H 2.6631 -0.0195 0.9864  0.0897

The multiplicity is 1. Its LUMO energy is 0.023 Ha. As for the SMILES: C=C/C=C(/C)Cl. Its orbital gap is 9.035 eV.

<b>
Here is a single C5H7Cl molecule from OMol25. Energies are from ωB97M-V with the def2-TZVPD basis set.

Each line ends with the Löwdin charge.
Atoms and positions in Å:
C -0.5409 0.4784 -1.7093  -0.0575
C -0.4292 0.4929 -0.1961  -0.3212
C -0.3012 -0.7700 0.4805  -0.1731
C 0.4415 -0.2350 1.6659  -0.5628
Cl 1.2823 -1.3906 2.8342  0.5245
C 0.9024 0.0749 0.2754  -0.1530
H 0.2282 -0.3212 -2.0597  0.1191
H -0.4531 1.4706 -2.1375  0.0647
H -1.5959 0.1938 -2.0120  0.0897
H -0.9478 1.2728 0.3036  0.1272
H -0.5636 -1.8168 0.4820  0.1415
H 0.0508 0.5766 2.1375  0.0563
H 1.9265 -0.0263 -0.0646  0.1447

The multiplicity is 1. Its LUMO energy is 0.041 Ha. As for the SMILES: C[C@H]1[C@@H]2[C@@H](Cl)[C@H]12. Its orbital gap is 11.007 eV.

It comes down to <a>, which is 0.0513 hartree more stable than the next structure.

<a>
Here is an isolated ion of composition C3H7IN and charge +1 from OMol25. Energies are from ωB97M-V with the def2-TZVPD basis set.

Each line ends with the Löwdin charge.
Atoms and positions in Å:
C -0.2923 1.0459 -0.2092  -0.0256
C 0.2180 -0.3981 -0.6967  -0.2721
N 0.6515 -1.0726 0.4911  0.0305
C -0.6334 -1.4551 -0.1064  -0.3206
I -0.1190 -3.6769 -1.0429  0.6806
H 0.5372 1.7928 -0.2137  0.0919
H -0.6021 1.2023 0.8943  0.1214
H -1.0195 1.4657 -0.9065  0.0844
H 0.8757 -0.4642 -1.6734  0.2071
H 1.3774 -1.7645 0.3153  0.1136
H 0.6898 -0.5227 1.4137  0.2224
H -1.4962 -1.7507 0.3851  0.0664

The multiplicity is 1. The total charge is +1. Its LUMO energy is -0.201 Ha. As for the SMILES: C[C@H]1[NH2+][C@@H]1I. Its orbital gap is 8.535 eV.

<b>
Here is an isolated ion of composition C3H7IN and charge +1 from OMol25. Energies are from ωB97M-V with the def2-TZVPD basis set.

Each line ends with the Löwdin charge.
Atoms and positions in Å:
C 0.5895 -1.0035 1.6001  0.0697
C -0.4143 -0.4940 0.9204  -0.2953
C -0.8084 -0.3539 -0.5250  -0.8665
N -0.2310 0.9246 -1.1589  0.0751
I -2.8425 -0.4255 -0.7514  1.0308
H 0.5387 -0.7269 2.6337  0.0774
H 1.5012 -1.4558 1.2452  0.0813
H -0.9959 0.1277 1.5511  0.0751
H -0.3822 -1.2562 -1.4090  0.1893
H 0.7277 1.2119 -0.7426  0.2013
H -0.3141 0.9011 -2.1962  0.1575
H -0.8366 1.8129 -0.8133  0.2043

The multiplicity is 1. The total charge is +1. Its LUMO energy is -0.149 Ha. As for the SMILES: C=C[C@H]([NH3+])I. Its orbital gap is 9.921 eV.

It comes down to <b>, which is 0.0230 hartree more stable than the next structure.